Formula: C4H9NO2
Source: OMol25
Level of theory: wB97M-V/def2-TZVPD

Output
Largest force on an atom (eV Å⁻¹): 6.16
Highest occupied orbital energy (eV): -8.661
Energy relative to the best compared isomer or geometry (same formula, charge and spin) (kcal/mol): 112.5
Lowest unoccupied orbital energy (eV): 0.81

Last column: natural (NBO) charge in e.
Element x y z (Å)
C 0.73 -1.93 -0.55  -0.521
C 0.18 -0.77 -0.84  0.442
O 0.44 -0.28 -2.27  -0.733
N -0.10 0.41 -0.23  -0.173
C -1.10 1.39 -0.62  -0.432
O -0.48 -0.14 1.17  -0.425
C 0.56 0.24 2.06  -0.255
H 1.09 -2.57 -1.35  0.233
H 0.68 -2.34 0.45  0.219
H -0.43 0.01 -2.59  0.457
H -2.00 0.92 -1.04  0.185
H -1.39 1.98 0.25  0.235
H -0.66 2.06 -1.37  0.222
H 0.27 -0.05 3.07  0.194
H 1.50 -0.26 1.81  0.179
H 0.71 1.33 2.05  0.174

***

Formula: C2H2FNO
Source: OMol25
Level of theory: wB97M-V/def2-TZVPD

Output
Largest force on an atom (eV Å⁻¹): 5.84
Highest occupied orbital energy (eV): -10.140
Energy relative to the best compared isomer or geometry (same formula, charge and spin) (kcal/mol): 20.0
Lowest unoccupied orbital energy (eV): 0.16

Last column: natural (NBO) charge in e.
Element x y z (Å)
C 1.35 -0.01 -0.04  0.063
N 0.06 0.02 0.08  -0.488
C -1.37 0.13 0.05  0.969
O -2.02 1.12 -0.04  -0.556
F -1.85 -1.10 0.04  -0.313
H 1.88 0.01 0.81  0.156
H 1.94 -0.18 -0.90  0.168

***

Formula: C18H24N2O4Zn
Source: OMol25
Level of theory: wB97M-V/def2-TZVPD

Output
Net charge: +2
Largest force on an atom (eV Å⁻¹): 6.79
Highest occupied orbital energy (spin up / spin down) (eV): -13.149 / -12.394
Energy relative to the best compared isomer or geometry (same formula, charge and spin) (kcal/mol): 144.4
Lowest unoccupied orbital energy (spin up / spin down) (eV): -7.64 / -7.89

Last column: natural (NBO) charge in e.
Element x y z (Å)
C -3.90 2.05 -1.55  0.018
C -2.82 2.86 -1.95  -0.185
H -4.16 1.98 -0.42  0.279
H -4.10 1.01 -1.96  0.274
C -1.48 3.10 -2.09  0.039
C -0.09 2.77 -1.73  -0.258
H -0.18 2.18 -0.87  0.188
H 0.17 1.97 -2.41  0.198
C -3.87 3.95 -2.45  -0.601
H -4.96 3.62 -2.24  0.285
H -3.78 4.08 -3.57  0.292
H -3.71 4.92 -1.90  0.290
C -1.20 4.38 -2.95  -0.647
H -1.54 5.29 -2.40  0.243
H -1.64 4.34 -3.97  0.237
H -0.08 4.46 -3.07  0.250
Zn 1.37 -1.86 1.49  1.714
O 0.09 -0.81 0.44  -0.834
C -0.33 -1.13 -0.68  0.619
O 2.06 -2.69 -0.15  -0.783
C 1.66 -2.34 -1.30  0.939
O 2.26 -2.84 -2.41  -0.431
N 0.64 -1.50 -1.65  -0.468
C 1.51 -2.37 -3.59  -0.086
C 0.51 -1.36 -3.11  -0.239
H 1.02 -3.24 -4.02  0.220
H 2.25 -1.95 -4.28  0.227
H -0.51 -1.58 -3.44  0.241
H 0.77 -0.35 -3.42  0.211
C -1.78 -1.02 -1.02  -0.586
C -2.25 -0.43 0.14  -0.285
H -1.75 -0.44 -1.92  0.205
H -1.96 0.68 0.43  0.142
H -3.38 -0.39 0.26  0.156
O 0.27 -3.01 2.84  -0.808
C 1.05 -3.31 4.03  -0.108
C 2.07 -2.22 4.21  0.206
C 2.80 -2.07 5.39  -0.216
C 3.69 -1.00 5.50  -0.099
C 3.82 -0.09 4.44  -0.225
C 3.09 -0.33 3.28  0.067
N 2.27 -1.38 3.17  -0.664
H -0.35 -3.73 2.62  0.535
H 0.37 -3.34 4.90  0.232
H 1.56 -4.28 3.91  0.225
H 2.64 -2.81 6.16  0.251
H 4.27 -0.87 6.41  0.257
H 4.47 0.77 4.50  0.258
H 3.16 0.34 2.41  0.225

***

Formula: C2H4O2
Source: OMol25
Level of theory: wB97M-V/def2-TZVPD

Output
Net charge: -1
Largest force on an atom (eV Å⁻¹): 0.71
<S²>: 0.75
Highest occupied orbital energy (spin up / spin down) (eV): 0.801 / -2.994
Energy relative to the best compared isomer or geometry (same formula, charge and spin) (kcal/mol): 12.2
Spin multiplicity: 2
Lowest unoccupied orbital energy (spin up / spin down) (eV): 4.26 / 4.21

Last column: natural (NBO) charge in e.
Element x y z (Å)
O 0.58 1.27 -1.12  -0.541
C -0.61 1.52 -1.14  0.190
H -1.40 0.77 -1.00  0.126
H -0.97 2.56 -1.31  0.059
O -0.58 -1.26 0.98  -0.778
C 0.64 -1.59 1.17  -0.184
H 1.10 -1.47 2.15  0.059
H 1.24 -1.80 0.27  0.068

***

Formula: C16H52O18
Source: OMol25
Level of theory: wB97M-V/def2-TZVPD

Output
Largest force on an atom (eV Å⁻¹): 3.86
Highest occupied orbital energy (eV): -9.371
Energy relative to the best compared isomer or geometry (same formula, charge and spin) (kcal/mol): 53.3
Lowest unoccupied orbital energy (eV): 0.02

Last column: Löwdin charge in e.
Element x y z (Å)
O -21.50 2.10 4.63  -0.092
C -21.02 0.98 3.93  -0.238
C -21.91 0.67 2.71  -0.261
O -21.52 -0.49 2.08  -0.051
H -21.10 2.16 5.54  0.101
H -19.96 1.03 3.70  0.124
H -21.28 0.22 4.71  0.097
H -21.94 1.61 2.12  0.143
H -22.87 0.45 3.08  0.073
H -21.40 -1.13 2.81  0.069
O -23.58 0.30 9.69  -0.052
C -22.94 -0.64 10.48  -0.278
C -23.79 -1.46 11.46  -0.181
O -22.92 -2.33 12.27  -0.094
H -23.44 1.14 10.11  0.103
H -22.28 -1.27 9.91  0.099
H -22.22 -0.07 11.05  0.122
H -24.43 -2.08 10.83  0.103
H -24.25 -0.70 12.18  0.143
H -23.32 -3.23 12.37  0.102
O -27.08 3.42 1.96  -0.051
C -26.06 2.51 1.66  -0.235
C -26.41 1.35 2.57  -0.210
O -25.38 0.40 2.47  -0.108
H -27.15 3.49 2.87  0.035
H -26.06 2.27 0.60  0.126
H -25.14 3.02 1.80  0.105
H -27.31 0.73 2.24  0.153
H -26.54 1.59 3.64  0.119
H -25.58 -0.29 1.79  0.126
O -24.70 -5.68 9.30  -0.071
C -25.19 -4.46 8.76  -0.249
C -24.02 -3.65 8.34  -0.258
O -24.51 -2.39 7.92  -0.074
H -24.34 -6.21 8.57  0.089
H -26.01 -4.61 8.02  0.138
H -25.67 -3.97 9.63  0.129
H -23.46 -4.00 7.48  0.095
H -23.32 -3.52 9.18  0.124
H -24.98 -2.54 7.10  0.006
O -24.79 7.85 2.68  -0.075
C -24.94 6.47 2.60  -0.240
C -25.31 5.85 4.01  -0.274
O -25.08 4.53 4.14  -0.068
H -24.77 8.32 1.82  0.107
H -25.75 6.15 1.95  0.100
H -24.07 6.00 2.11  0.121
H -26.34 6.00 4.35  0.122
H -24.69 6.36 4.73  0.109
H -25.12 4.26 5.05  0.041
O -24.64 -0.36 5.09  -0.076
C -24.32 0.62 6.01  -0.266
C -25.53 1.04 6.73  -0.203
O -25.12 1.79 7.87  -0.068
H -24.79 0.06 4.22  0.063
H -23.54 0.19 6.66  0.106
H -23.74 1.49 5.63  0.133
H -26.24 0.25 6.92  0.127
H -26.04 1.78 6.04  0.137
H -24.68 1.20 8.46  0.039
O -24.54 -4.86 5.30  -0.078
C -23.28 -4.46 4.92  -0.239
C -23.24 -2.95 4.57  -0.229
O -21.95 -2.57 4.20  -0.069
H -24.57 -5.84 5.30  0.139
H -22.58 -4.64 5.69  0.098
H -23.07 -5.08 4.05  0.132
H -23.34 -2.42 5.51  0.083
H -24.04 -2.62 3.90  0.140
H -21.44 -2.52 5.06  0.086
O -21.13 0.93 7.69  -0.045
C -20.28 -0.05 7.21  -0.221
C -21.13 -1.33 7.00  -0.241
O -20.46 -2.56 6.82  -0.022
H -21.40 0.73 8.57  0.058
H -19.78 0.21 6.32  0.097
H -19.58 -0.25 8.05  0.134
H -21.75 -1.11 6.18  0.068
H -21.83 -1.41 7.86  0.113
H -20.23 -2.83 7.68  0.084
O -26.10 -2.71 5.72  -0.038
H -25.60 -1.94 5.48  -0.012
H -25.50 -3.45 5.56  -0.004
O -24.30 4.16 6.82  -0.029
H -24.62 3.36 7.28  0.008
H -23.36 4.15 6.92  0.032

***

Formula: C25H57FO14
Source: OMol25
Level of theory: wB97M-V/def2-TZVPD

Output
Largest force on an atom (eV Å⁻¹): 3.84
Highest occupied orbital energy (eV): -9.411
Lowest unoccupied orbital energy (eV): -1.20

Last column: Löwdin charge in e.
Element x y z (Å)
C 4.62 -5.23 0.11  -0.061
C 4.69 -3.67 0.30  -0.195
C 5.90 -3.16 0.97  -0.035
C 6.09 -1.68 1.19  -0.073
C 5.07 -0.77 0.70  -0.083
C 3.86 -1.30 0.04  -0.015
C 3.62 -2.75 -0.16  -0.118
C 2.30 -3.29 -0.83  -0.055
C 1.12 -2.35 -0.49  -0.041
C 0.10 -2.50 0.43  -0.053
C -0.10 -3.76 1.36  -0.074
C -0.98 -4.78 0.50  -0.167
F -2.35 -4.43 0.58  -0.067
C -0.84 -1.27 0.40  -0.324
O -1.89 -1.07 0.92  0.179
O -0.20 -0.26 -0.38  0.117
C 0.74 -0.96 -1.11  -0.388
O 1.28 -0.70 -2.15  0.145
H 4.91 -5.41 -0.96  0.092
H 3.59 -5.64 0.26  0.066
H 5.40 -5.75 0.72  0.080
H 6.70 -3.85 1.32  0.105
H 6.98 -1.26 1.71  0.098
H 5.18 0.34 0.82  0.102
H 3.12 -0.52 -0.29  0.080
H 2.45 -3.44 -1.94  0.143
H 2.06 -4.31 -0.41  0.107
H -0.71 -3.50 2.26  0.130
H 0.88 -4.20 1.68  0.110
H -0.76 -5.85 0.73  0.126
H -0.67 -4.60 -0.57  0.124
C 3.62 -2.50 3.75  -0.132
O 2.35 -2.99 3.33  -0.138
H 4.22 -3.34 4.11  0.084
H 4.13 -2.05 2.90  0.042
H 3.49 -1.78 4.56  0.082
H 1.85 -2.24 3.02  0.065
C -1.73 3.05 -0.95  -0.152
O -1.04 2.90 -2.19  -0.128
H -2.02 4.09 -0.83  0.085
H -2.63 2.42 -0.95  0.071
H -1.07 2.76 -0.13  0.056
H -0.80 1.97 -2.27  0.053
C 0.57 1.43 -5.15  -0.158
O 1.05 0.59 -6.19  -0.124
H 0.69 2.47 -5.45  0.067
H -0.49 1.22 -4.97  0.078
H 1.14 1.24 -4.24  0.067
H 0.93 -0.32 -5.91  0.072
C -3.37 -7.12 -2.16  -0.157
O -2.84 -7.25 -0.84  -0.136
H -3.21 -8.05 -2.69  0.078
H -4.44 -6.91 -2.11  0.078
H -2.86 -6.31 -2.68  0.074
H -3.00 -6.41 -0.39  0.044
C -2.90 2.58 2.89  -0.128
O -1.87 2.19 1.98  -0.145
H -2.70 3.59 3.24  0.088
H -3.86 2.55 2.39  0.074
H -2.90 1.90 3.75  0.058
H -2.07 1.30 1.69  0.049
C -1.50 1.30 6.49  -0.149
O -2.92 1.43 6.55  -0.140
H -1.05 2.16 6.98  0.083
H -1.19 0.39 6.99  0.079
H -1.18 1.28 5.44  0.068
H -3.29 0.66 6.11  0.068
C -0.69 5.50 -6.38  -0.159
O -0.03 5.43 -7.64  -0.136
H -1.01 6.53 -6.21  0.080
H -1.57 4.85 -6.39  0.078
H 0.00 5.19 -5.59  0.062
H 0.24 4.51 -7.77  0.069
C -5.86 2.56 -0.47  -0.166
O -5.63 3.96 -0.45  -0.125
H -6.80 2.34 0.04  0.080
H -5.92 2.21 -1.50  0.078
H -5.04 2.04 0.05  0.058
H -4.79 4.11 -0.90  0.061
C -6.36 1.30 6.53  -0.168
O -6.13 2.70 6.56  -0.123
H -7.30 1.09 7.04  0.079
H -6.42 0.95 5.50  0.075
H -5.55 0.78 7.05  0.063
H -5.29 2.85 6.10  0.061
C 3.18 5.06 -6.65  -0.167
O 3.65 6.40 -6.61  -0.120
H 3.97 4.40 -6.29  0.081
H 2.30 4.96 -6.00  0.057
H 2.92 4.79 -7.67  0.076
H 2.94 6.96 -6.94  0.074
C 2.58 1.94 1.46  -0.146
O 3.30 1.96 2.68  -0.126
H 3.04 1.22 0.79  0.037
H 1.54 1.66 1.64  0.075
H 2.62 2.93 0.99  0.087
H 2.87 2.61 3.25  0.076